Model w:
{
  "formula": "C6H43NO14",
  "method": "wB97M-V/def2-TZVPD",
  "gap_ev": 9.46,
  "homo_energy_ev": -9.43,
  "symbols": ["C", "C", "C", "N", "C", "C", "C", "H", "H", "H", "H", "H", "H", "H", "H", "H", "H", "H", "H", "H", "H", "H", "H", "H", "O", "H", "H", "O", "H", "H", "O", "H", "H", "O", "H", "H", "O", "H", "H", "O", "H", "H", "O", "H", "H", "O", "H", "H", "O", "H", "H", "O", "H", "H", "O", "H", "H", "O", "H", "H", "O", "H", "H", "O"],
  "positions_angstrom": [[0.511, -0.127, -3.058], [-0.833, -0.442, -3.733], [0.320, 0.388, -1.613], [-0.131, -0.708, -0.737], [-0.289, -0.265, 0.675], [-0.399, -1.488, 1.601], [0.943, -2.136, 1.874], [1.183, -1.059, -3.003], [1.067, 0.602, -3.639], [-0.639, -0.700, -4.761], [-1.363, -1.287, -3.265], [-1.567, 0.373, -3.769], [-0.420, 1.187, -1.648], [1.330, 0.799, -1.304], [0.563, -1.472, -0.775], [-1.178, 0.362, 0.734], [0.561, 0.389, 1.007], [-0.834, -1.179, 2.583], [-1.139, -2.224, 1.173], [1.677, -1.453, 2.257], [1.439, -2.525, 0.929], [0.832, -2.972, 2.545], [0.552, 3.804, 1.161], [-0.215, 3.049, 0.054], [0.272, 2.940, 0.951], [-3.206, 1.327, -0.503], [-2.278, 0.528, -1.470], [-2.773, 1.380, -1.401], [-3.239, -1.950, 0.362], [-3.414, -2.185, 1.859], [-3.766, -1.667, 1.149], [1.474, 0.662, 3.807], [2.862, -0.151, 3.802], [2.447, 0.719, 3.520], [2.770, -2.643, -1.961], [2.793, -1.450, -1.032], [2.409, -2.300, -1.158], [4.485, -0.088, -0.535], [3.155, 0.667, -0.076], [3.575, 0.075, -0.803], [3.269, 1.018, -2.226], [3.717, 2.280, -2.883], [3.082, 1.598, -2.975], [-1.791, 2.784, -1.305], [-0.627, 3.465, -2.039], [-1.096, 3.465, -1.233], [-2.908, 1.253, 1.684], [-3.752, 0.069, 1.158], [-3.612, 1.007, 1.121], [0.680, -3.647, -1.205], [-0.861, -3.738, -1.145], [-0.080, -4.291, -1.308], [-0.926, 2.275, 2.003], [-2.036, 2.712, 2.957], [-1.592, 1.926, 2.588], [-0.292, 0.851, 5.163], [-0.662, 0.926, 3.600], [-0.106, 0.452, 4.312], [-1.698, -1.664, -1.070], [-2.907, -2.253, -1.845], [-2.365, -2.362, -1.037], [2.622, 1.357, 1.967], [1.741, 2.037, 0.863], [2.662, 1.702, 1.057]],
  "lowdin_charge": [-0.2148, -0.0952, -0.2225, -0.0525, -0.2015, -0.2256, -0.0861, 0.1232, 0.0828, 0.0644, 0.0561, 0.0733, 0.0760, 0.1009, 0.0744, 0.0811, 0.1020, 0.1019, 0.1012, 0.0452, 0.0731, 0.0737, 0.0615, 0.0562, -0.0659, 0.0295, 0.0331, -0.0841, 0.0059, 0.0424, -0.0555, 0.0212, 0.0901, -0.1125, 0.0532, -0.0285, -0.0497, 0.0829, 0.0417, -0.1017, -0.0237, 0.0164, -0.0542, 0.0128, 0.0480, -0.0273, -0.0354, -0.0099, -0.0364, 0.0186, -0.0119, -0.0852, 0.0027, 0.1133, -0.0452, 0.0609, 0.0444, -0.0790, -0.0085, 0.0931, -0.0706, -0.0027, 0.0178, -0.0887]
}

Model x:
{
  "formula": "C6H43NO14",
  "method": "wB97M-V/def2-TZVPD",
  "gap_ev": 9.92,
  "homo_energy_ev": -9.83,
  "symbols": ["C", "C", "C", "C", "C", "C", "N", "H", "H", "H", "H", "H", "H", "H", "H", "H", "H", "H", "H", "H", "H", "H", "H", "H", "O", "H", "H", "O", "H", "H", "O", "H", "H", "O", "H", "H", "O", "H", "H", "O", "H", "H", "O", "H", "H", "O", "H", "H", "O", "H", "H", "O", "H", "H", "O", "H", "H", "O", "H", "H", "O", "H", "H", "O"],
  "positions_angstrom": [[-3.036, 0.463, 1.863], [-2.716, 1.602, 0.857], [-1.665, 1.219, -0.252], [-0.340, 0.642, 0.323], [-0.314, -0.893, 0.561], [1.034, -1.510, 0.546], [1.725, -1.471, 1.864], [-3.495, -0.464, 1.308], [-3.712, 0.863, 2.620], [-2.163, 0.033, 2.369], [-2.497, 2.517, 1.358], [-3.636, 1.794, 0.266], [-1.456, 2.136, -0.834], [-2.128, 0.538, -1.007], [0.481, 1.035, -0.287], [-0.004, 1.135, 1.268], [-0.882, -1.431, -0.284], [-0.990, -1.169, 1.390], [0.832, -2.627, 0.286], [1.620, -1.133, -0.323], [2.412, -2.245, 1.879], [2.190, -0.593, 1.985], [-0.223, -3.989, -2.593], [-0.675, -2.425, -2.640], [-0.155, -3.146, -2.140], [-1.490, -3.721, -0.467], [-0.531, -4.481, 0.429], [-1.428, -4.129, 0.406], [0.154, -2.345, 2.885], [-1.030, -3.155, 3.324], [-0.720, -2.242, 3.301], [-0.278, 3.562, 1.987], [1.070, 4.508, 1.915], [0.375, 4.026, 1.469], [1.987, 3.283, -1.505], [1.333, 3.955, -0.261], [2.180, 3.545, -0.577], [1.291, -0.308, -3.836], [1.014, 0.086, -2.482], [0.761, 0.392, -3.382], [0.895, 2.010, -3.094], [0.793, 3.474, -3.725], [0.979, 3.005, -2.913], [1.978, 2.450, 3.285], [0.761, 1.812, 3.768], [1.119, 2.708, 3.644], [-3.131, -1.716, 0.029], [-3.851, -2.103, -1.247], [-3.027, -1.696, -0.959], [-2.273, -3.057, 1.355], [-2.527, -2.039, 2.427], [-2.976, -2.434, 1.670], [-0.753, -0.432, -3.181], [-2.003, -1.104, -2.294], [-1.462, -1.147, -3.138], [4.207, 1.019, -0.814], [3.090, 1.921, -0.469], [3.260, 1.097, -0.965], [2.775, -2.464, -3.027], [1.252, -2.636, -2.885], [1.953, -2.104, -3.370], [4.050, 3.377, 1.915], [2.756, 2.995, 0.995], [3.413, 2.712, 1.656]],
  "lowdin_charge": [-0.0945, -0.2226, -0.1797, -0.1736, -0.2251, -0.2794, 0.0105, 0.0826, 0.0703, 0.0505, 0.0747, 0.1059, 0.1039, 0.0862, 0.0812, 0.1079, 0.0937, 0.0592, 0.1106, 0.1008, 0.0864, 0.0606, 0.0696, 0.0244, -0.0940, 0.0251, 0.0634, -0.0396, 0.0140, 0.0507, -0.0681, 0.0283, 0.0459, -0.0587, 0.0187, 0.0554, -0.1155, 0.0766, 0.0661, -0.0660, 0.0282, 0.0491, -0.0776, 0.0084, 0.0482, -0.0678, 0.0215, 0.0789, -0.0774, 0.0013, 0.0120, -0.1184, 0.0410, 0.0223, -0.0881, 0.0416, -0.0144, -0.0675, 0.0479, 0.0092, -0.0802, 0.0516, -0.0113, -0.0649]
}

It is model w that is the most stable of them.

Model w:
{
  "formula": "C4H4N4O",
  "method": "wB97M-V/def2-TZVPD",
  "gap_ev": 8.50,
  "smiles": "O=NNc1cnccn1",
  "homo_energy_ev": -9.24,
  "symbols": ["O", "N", "N", "C", "C", "N", "C", "C", "N", "H", "H", "H", "H"],
  "positions_angstrom": [[3.432, -0.050, -0.125], [2.304, -0.470, 0.344], [1.332, 0.546, -0.154], [0.009, 0.237, 0.049], [-0.979, 1.260, 0.079], [-2.274, 1.003, 0.071], [-2.566, -0.326, -0.056], [-1.569, -1.310, -0.080], [-0.305, -1.031, -0.046], [1.751, 1.517, -0.546], [-0.557, 2.322, 0.141], [-3.632, -0.571, -0.089], [-1.796, -2.367, 0.047]],
  "lowdin_charge": [-0.1034, 0.0570, 0.0104, -0.3633, -0.1011, 0.0725, -0.1096, -0.1373, 0.1202, 0.2121, 0.1289, 0.1028, 0.1110]
}

Model x:
{
  "formula": "C4H4N4O",
  "method": "wB97M-V/def2-TZVPD",
  "gap_ev": 7.94,
  "smiles": "N=C1C(=N)C1=N.N=C=O",
  "homo_energy_ev": -8.71,
  "symbols": ["N", "C", "C", "N", "C", "N", "H", "H", "H", "N", "C", "O", "H"],
  "positions_angstrom": [[0.277, -2.756, 0.856], [0.360, -1.606, 0.354], [1.007, -0.680, -0.489], [1.155, -0.063, -1.521], [0.801, -0.276, 0.992], [0.696, 0.557, 1.974], [0.238, -3.002, 1.826], [1.902, 0.528, -1.642], [1.548, 1.194, 1.905], [-2.693, 1.369, -1.731], [-1.644, 1.683, -1.273], [-0.603, 1.735, -0.766], [-3.430, 1.832, -2.282]],
  "lowdin_charge": [0.1451, -0.2426, -0.2678, 0.1962, -0.1706, 0.1396, 0.0569, 0.0527, 0.0833, 0.1934, -0.4181, 0.1262, 0.1056]
}

It is model w that is the most stable of them.